Record 1
The following is a quantum chemistry calculation of C30H45BrN2P2V as an isolated structure at a distorted geometry, from the OMol25 dataset.

Positions of all 81 atoms, in Å:
N (2.55490, -8.95019, -4.38849)
C (2.49700, -9.11137, -3.07113)
C (2.42891, -8.01591, -2.20280)
C (2.28373, -6.72474, -2.75763)
C (2.30588, -6.59354, -4.15962)
C (2.48250, -7.74333, -4.93672)
C (2.06071, -5.56608, -1.91412)
V (0.56396, 0.48243, 1.29280)
P (-5.23178, 3.56632, 1.37836)
C (1.28810, -4.51520, -2.33894)
C (0.96725, -3.41568, -1.45861)
C (-0.02675, -2.44899, -1.77639)
C (-0.33186, -1.42821, -0.86220)
C (0.38787, -1.35789, 0.33969)
C (1.37224, -2.29446, 0.67312)
C (1.65986, -3.32693, -0.22250)
Br (-1.32325, 1.51123, 2.30599)
H (2.48365, -5.64142, -0.90242)
H (0.83378, -4.49318, -3.34450)
H (2.41345, -8.17992, -1.12288)
H (2.19579, -5.61947, -4.63241)
H (2.51883, -10.12728, -2.67533)
H (2.56418, -7.65712, -6.01681)
H (-0.55089, -2.51939, -2.73649)
H (2.42851, -4.06314, 0.02432)
H (-1.13158, -0.70746, -1.05239)
H (1.90568, -2.25809, 1.62656)
P (1.21455, 1.88087, -0.43185)
C (-5.17298, 1.84952, 2.08232)
C (-6.61317, 1.34737, 2.23041)
H (-4.65736, 1.86088, 3.05482)
H (-4.58559, 1.21858, 1.39846)
H (-6.67904, 0.51058, 2.93844)
H (-7.26044, 2.15333, 2.60415)
H (-7.01845, 1.01318, 1.26704)
C (-4.82529, 3.21804, -0.38408)
C (-5.33918, 4.36786, -1.25225)
H (-5.31133, 2.26693, -0.64380)
H (-3.73544, 3.09852, -0.47912)
H (-5.46706, 4.04504, -2.29298)
H (-6.30866, 4.73247, -0.88719)
H (-4.64326, 5.21634, -1.24601)
C (-3.57274, 4.19409, 1.85787)
C (-3.63962, 5.04694, 3.11582)
H (-3.09160, 4.72498, 1.02229)
H (-3.00817, 3.26688, 2.04259)
H (-2.71059, 5.61614, 3.25238)
H (-4.46884, 5.76266, 3.05577)
H (-3.78993, 4.41307, 3.99833)
C (1.87247, 3.48578, 0.17239)
C (3.20288, 3.88353, -0.46050)
H (1.92558, 3.43623, 1.27112)
H (1.10259, 4.23104, -0.08012)
H (4.02075, 3.20797, -0.18686)
H (3.13591, 3.91346, -1.55440)
H (3.49692, 4.88510, -0.12857)
C (-0.17433, 2.42940, -1.48696)
C (-0.21823, 1.88609, -2.91010)
H (-0.09909, 3.52540, -1.51471)
H (-1.09597, 2.19223, -0.93569)
H (0.51071, 2.39979, -3.54811)
H (-0.03281, 0.80873, -2.96584)
H (-1.21257, 2.06616, -3.33657)
C (2.45652, 1.08432, -1.52292)
C (3.59720, 0.45532, -0.73003)
H (2.82003, 1.85432, -2.21580)
H (1.94817, 0.34164, -2.15546)
H (3.87703, -0.53161, -1.12998)
H (4.48555, 1.09935, -0.73946)
H (3.33263, 0.27165, 0.32380)
C (3.46991, -0.41494, 4.94701)
C (2.23284, -1.05588, 4.82127)
C (1.39847, -0.72182, 3.75734)
N (1.76471, 0.24240, 2.84773)
C (2.96277, 0.88591, 2.97890)
C (3.83644, 0.56122, 4.01155)
H (4.14783, -0.68020, 5.75770)
H (1.90532, -1.84666, 5.50267)
H (0.43607, -1.20916, 3.57684)
H (3.17660, 1.63640, 2.21483)
H (4.80063, 1.07160, 4.04706)

## Properties
LUMO energy (alpha / beta) = -5.80 / -9.16 eV
net charge = +2
spin multiplicity = 4

Mulliken atomic charge list, values in e, 2 entries: atom 1 (N): -0.578, atom 2 (C): -0.302



Record 2
The following is a quantum chemistry calculation of C30H45ClN3NaO4SbSi3 as an isolated structure at a distorted geometry, from the OMol25 dataset.

Positions of all 88 atoms, in Å:
Na (-0.41121, 1.26514, -0.96780)
O (-4.48923, 2.96923, -0.88657)
C (-3.56218, 2.13763, -1.03101)
N (-2.29693, 2.34696, -1.34959)
C (-2.06264, 3.76300, -1.59220)
C (-0.63163, 4.21014, -1.39491)
C (-0.37950, 5.50071, -0.94058)
C (0.92834, 5.92525, -0.78874)
C (1.95928, 5.05236, -1.09856)
C (1.62871, 3.78674, -1.54931)
N (0.36599, 3.36614, -1.70282)
C (-3.94858, 0.67465, -0.84594)
C (-5.30119, 0.35099, -0.74411)
C (-5.66901, -0.97577, -0.62710)
C (-4.67455, -1.94464, -0.60500)
C (-3.35922, -1.52473, -0.69505)
N (-2.98806, -0.24983, -0.81196)
H (-2.72073, 4.38610, -0.98392)
H (-2.32073, 4.00928, -2.63482)
H (-1.21008, 6.14655, -0.68159)
H (1.13909, 6.91880, -0.40907)
H (2.99838, 5.32309, -0.96200)
H (2.40315, 3.05998, -1.75881)
H (-6.01212, 1.16422, -0.76200)
H (-6.71383, -1.25444, -0.55318)
H (-4.90276, -2.99966, -0.51942)
H (-2.55940, -2.25852, -0.67613)
C (3.53809, -1.77300, 0.91022)
Si (2.77495, -2.42963, -0.66404)
C (3.49343, -1.42685, -2.06476)
C (3.40539, -4.18029, -0.84602)
Sb (0.24951, -2.00827, -0.71893)
Si (-0.27130, -3.56917, -2.70203)
C (0.68726, -5.15792, -2.95031)
C (0.07410, -2.48251, -4.19281)
C (-2.08000, -4.03932, -2.80822)
Si (-0.31691, -3.54161, 1.25582)
C (0.75798, -5.05309, 1.48359)
C (-2.08798, -4.13455, 1.31606)
C (-0.08546, -2.44384, 2.75923)
H (4.57597, -2.12039, 0.95797)
H (3.02726, -2.11034, 1.81689)
H (3.54179, -0.68026, 0.90030)
H (4.58772, -1.47815, -2.02923)
H (3.18838, -0.37940, -1.95969)
H (3.16532, -1.78661, -3.04498)
H (4.50042, -4.12249, -0.84182)
H (3.09183, -4.65129, -1.77797)
H (3.09373, -4.82886, -0.02505)
H (1.71931, -4.95159, -3.24357)
H (0.21235, -5.72775, -3.75729)
H (0.71175, -5.78387, -2.05164)
H (1.13488, -2.22085, -4.26481)
H (-0.48811, -1.54639, -4.11848)
H (-0.21859, -2.98632, -5.12163)
H (-2.41076, -4.68054, -1.98218)
H (-2.22295, -4.58708, -3.74683)
H (-2.72402, -3.15442, -2.82220)
H (0.82619, -5.66151, 0.57550)
H (0.33441, -5.66894, 2.28519)
H (1.77348, -4.76643, 1.77200)
H (-2.35168, -4.79067, 0.47729)
H (-2.79193, -3.29796, 1.32117)
H (-2.21460, -4.69878, 2.24715)
H (0.94641, -2.09177, 2.85044)
H (-0.34959, -2.97701, 3.68014)
H (-0.72468, -1.55768, 2.67980)
C (2.59969, 4.75655, 4.18391)
C (1.27087, 4.59410, 3.49806)
C (0.34986, 5.62572, 3.42719)
C (-0.86598, 5.44996, 2.77687)
Cl (-1.99725, 6.78633, 2.69398)
C (-1.17358, 4.25407, 2.17209)
C (-0.25086, 3.21138, 2.22186)
C (0.95447, 3.36950, 2.89598)
O (1.88566, 2.38958, 3.05285)
C (1.70220, 1.19713, 2.29541)
C (2.03937, 1.36595, 0.80116)
O (3.00175, 2.08077, 0.51396)
O (1.30286, 0.67943, 0.01633)
H (2.68643, 5.75133, 4.62381)
H (3.41654, 4.60752, 3.47383)
H (2.73264, 4.00964, 4.97046)
H (0.57880, 6.58286, 3.88418)
H (-2.11319, 4.12232, 1.64755)
H (-0.49792, 2.28429, 1.72917)
H (0.69521, 0.80380, 2.42212)
H (2.39977, 0.47579, 2.71715)

## Properties
relative energy (zero: lowest compared OMol25 entry of this formula, charge and spin) = 0.440 eV
LUMO energy = 2.19 eV
net charge = -1

Mulliken atomic charge list, values in e, 2 entries: atom 1 (Na): 0.874, atom 2 (O): -0.840



> Among the records above, which one has the lowest net charge?

C30H45ClN3NaO4SbSi3